This record from OMol25 describes C30H36MoN5O as an isolated structure. The level of theory is ωB97M-V/def2-TZVPD.

Properties
HOMO-LUMO gap (alpha / beta)   0.256 / 0.228 Eh
DFT total energy   -1581.0506 hartree
Multiplicity   3
Net charge   +3
<S²>   2.030
Strongest force on any atom   0.26 eV/A
E_LUMO (alpha / beta)   -10.205 / -10.971 eV

CARTESIAN COORDINATES (ANGSTROEM)
Mo1 -0.48 0.87 0.64
C1 -1.87 2.68 1.18
C2 -0.59 3.22 0.90
C3 0.29 2.72 1.88
C4 -0.43 1.85 2.74
C5 -1.77 1.84 2.31
H1 -2.77 2.85 0.60
H2 -0.34 3.92 0.11
H3 1.34 2.96 1.97
H4 -0.02 1.34 3.60
H5 -2.58 1.29 2.77
C6 -0.22 -2.96 -2.20
C7 -1.14 -1.83 -2.59
C8 -2.14 -2.30 -3.55
C9 -3.39 -1.88 -3.76
C10 -3.28 0.49 -2.89
C11 -1.98 0.54 -2.12
C12 -1.36 1.91 -2.34
C13 -1.00 -0.57 -2.09
N1 0.06 -0.23 -1.18
C14 1.31 -0.47 -1.42
C15 1.90 -0.88 -2.72
C16 2.21 -0.19 -0.26
C17 3.62 -0.64 -0.34
N2 1.68 0.43 0.74
C18 2.61 0.90 1.76
C19 3.40 2.01 1.44
C20 3.31 2.72 0.11
C21 4.27 2.48 2.42
C22 4.37 1.85 3.65
C23 3.60 0.74 3.93
C24 2.70 0.24 2.99
C25 1.89 -0.99 3.28
H6 0.43 -3.24 -3.03
H7 -0.84 -3.83 -2.00
H8 0.40 -2.76 -1.32
H9 -1.81 -3.17 -4.10
H10 -3.96 -2.44 -4.49
H11 -3.91 1.28 -2.47
H12 -2.08 2.70 -2.16
H13 -1.06 1.97 -3.39
H14 -0.46 2.10 -1.75
H15 1.16 -0.85 -3.52
H16 2.33 -1.88 -2.67
H17 2.72 -0.20 -2.96
H18 3.65 -1.66 -0.72
H19 4.12 -0.59 0.62
H20 4.18 -0.03 -1.05
H21 2.28 2.82 -0.25
H22 3.88 2.20 -0.66
H23 3.73 3.72 0.19
H24 4.89 3.34 2.21
H25 5.06 2.22 4.40
H26 3.69 0.23 4.88
H27 2.22 -1.46 4.21
H28 2.01 -1.74 2.48
H29 0.83 -0.76 3.41
C26 -4.10 -0.78 -3.06
N3 -3.87 -1.00 0.05
C27 -4.11 -2.13 0.79
C28 -3.17 -2.71 1.57
C29 -1.89 -2.11 1.65
N4 -1.65 -0.99 0.93
C30 -2.68 -0.54 0.17
O1 -2.29 0.62 -0.48
N5 -0.92 -2.63 2.40
H30 -4.98 -0.50 -3.64
H31 -3.00 0.85 -3.89
H32 -4.48 -1.13 -2.11
H33 -5.11 -2.54 0.71
H34 -3.38 -3.61 2.14
H35 -1.09 -3.47 2.94
H36 0.00 -2.22 2.44